ORCA calculation (the ωB97M-V functional and the def2-TZVPD basis) on a structure of composition C20H50Mg2N2O16.

The calculation puts the energy above the lowest of the compared OMol25 structures with the same formula, charge and spin at 0.00 kJ/mol.

The geometry in ORCA input format:
```
! RIJCOSX wB97M-V def2-TZVPD def2/J DEFGRID3
* xyz 2 1
Mg -18.15409 -1.56156 4.61972
Mg -19.87311 2.32631 0.50377
N -17.07446 1.61270 -0.75699
O -18.11878 1.99323 -0.30408
O -16.08087 1.69338 -0.07028
O -16.95155 1.11962 -1.87802
N -19.77194 0.69473 3.15267
O -19.58102 1.15272 2.01287
O -18.90429 0.03423 3.72786
O -20.84754 0.79434 3.70201
C -20.25999 -1.22113 6.83187
O -19.79975 -1.81699 5.62541
C -20.88024 -2.60392 4.95871
C -20.39865 -3.37244 3.71877
O -19.17171 -2.71296 3.26840
C -18.97021 -3.05877 1.86837
H -21.03586 -0.53774 6.48675
H -19.39250 -0.64058 7.14577
H -20.64046 -1.95334 7.54405
H -21.70692 -1.94561 4.69163
H -21.28567 -3.34450 5.64812
H -21.15205 -3.37957 2.93109
H -20.18044 -4.41325 3.95794
H -18.84547 -4.10617 1.59362
H -18.06332 -2.56424 1.52041
H -19.81104 -2.71945 1.26341
C -18.02689 4.40838 2.00027
O -19.27968 3.75996 1.73949
C -20.39352 4.62760 2.09079
C -21.69354 3.74295 2.08037
O -21.69805 2.78731 1.01183
C -22.88677 2.06468 1.12351
H -17.99066 4.64039 3.06467
H -17.78730 5.21305 1.30514
H -17.24105 3.69171 1.76165
H -20.47203 5.47497 1.40969
H -20.29950 5.04716 3.09240
H -22.56740 4.39445 2.07583
H -21.54747 3.22345 3.02740
H -22.96511 1.59185 2.10248
H -22.91778 1.31588 0.33203
H -23.78994 2.67184 1.06218
C -15.97719 -0.77367 2.58103
O -16.71907 -1.75099 3.36540
C -15.87801 -2.89520 3.47884
C -16.64668 -3.98259 4.20864
O -17.53184 -3.37659 5.20091
C -17.85732 -4.29316 6.24344
H -14.98010 -0.69668 3.01458
H -16.47219 0.19036 2.69819
H -15.90564 -0.93497 1.50541
H -14.93401 -2.73511 3.99974
H -15.74649 -3.29650 2.47398
H -15.99174 -4.67237 4.74096
H -17.21178 -4.58778 3.49977
H -18.63763 -3.87688 6.88056
H -16.91341 -4.33414 6.78700
H -18.08440 -5.29194 5.87064
C -13.69065 -2.60203 6.60570
O -15.10277 -2.48538 6.59225
C -15.51886 -1.52452 7.53943
C -16.93838 -1.12537 7.30129
O -17.21212 -0.71483 5.97534
C -16.60385 0.56900 5.78639
H -13.21354 -1.97694 5.85090
H -13.45378 -3.66181 6.51154
H -13.18209 -2.38805 7.54574
H -14.88378 -0.64558 7.42873
H -15.40454 -1.94647 8.53792
H -17.39012 -0.40119 7.97922
H -17.51459 -2.04993 7.33700
H -15.61271 0.30717 5.41599
H -16.47973 1.24510 6.63230
H -17.11711 1.17541 5.04011
C -22.71642 -1.36835 1.42342
O -21.53131 -0.85889 0.91139
C -21.34295 -1.14459 -0.42607
C -20.20420 -0.27756 -0.98524
O -20.63775 1.12267 -0.94495
C -21.31461 1.43371 -2.13601
H -22.76579 -1.08397 2.47450
H -22.59211 -2.45073 1.39043
H -23.58976 -1.10442 0.82700
H -22.19140 -0.84955 -1.04348
H -21.20300 -2.18827 -0.70757
H -19.94306 -0.55934 -2.00529
H -19.23701 -0.34593 -0.48727
H -21.90109 2.33978 -1.98380
H -22.03573 0.70806 -2.51222
H -20.58289 1.60370 -2.92581
*
```

Here are the Mulliken charges for atoms 1 to 5, given in e: number 1, Mg, carries -0.275; number 2, Mg, carries 1.356; number 3, N, carries 0.810; number 4, O, carries -0.449; number 5, O, carries -0.642

ORCA calculation (the ωB97M-V functional and the def2-TZVPD basis) on a cluster of 10 separate species, C20H50N10O15 in total.

The calculation puts the energy above the lowest of the compared OMol25 structures with the same formula, charge and spin at 0.00 kJ/mol. The SMILES is C[N+](=O)[O-].C[N+](=O)[O-].C[N+](=O)[O-].C[N+](=O)[O-].C[N+](=O)[O-].CNC(C)=O.CNC(C)=O.CNC(C)=O.CNC(C)=O.CNC(C)=O.

The geometry in ORCA input format:
```
! RIJCOSX wB97M-V def2-TZVPD def2/J DEFGRID3
* xyz 0 1
C 4.60802 -2.69640 -1.54213
C 5.09893 -3.92145 -0.84152
O 6.11454 -3.90536 -0.19217
N 4.46043 -5.12249 -1.10014
C 4.88755 -6.32356 -0.39651
H 3.58120 -2.40612 -1.60302
H 4.91148 -2.94720 -2.52633
H 5.12753 -1.83076 -1.12852
H 3.48039 -5.06592 -1.30063
H 4.76204 -7.19297 -0.97355
H 4.30726 -6.38194 0.57648
H 5.93450 -6.17232 -0.08233
C -4.64690 -0.21457 1.90771
C -3.21894 -0.37490 2.41256
O -2.66028 -1.45865 2.35512
N -2.61982 0.75619 2.84583
C -1.23560 0.67145 3.26460
H -4.82069 -0.81363 0.99921
H -4.93519 0.82095 1.81033
H -5.30056 -0.64176 2.65121
H -3.10901 1.65070 2.97279
H -1.09650 1.44735 4.02093
H -0.51870 0.96272 2.44796
H -0.93154 -0.31981 3.60613
C -4.99833 -2.04573 -2.91080
C -3.93627 -2.35073 -1.92419
O -3.24508 -1.44014 -1.42314
N -3.65279 -3.59708 -1.54575
C -2.86655 -3.85295 -0.34456
H -4.74222 -2.48806 -3.86233
H -5.02231 -0.95926 -2.97015
H -5.97076 -2.44388 -2.65856
H -4.26310 -4.36392 -1.82308
H -2.92406 -4.92186 -0.05658
H -3.34003 -3.28749 0.44404
H -1.81152 -3.50198 -0.43925
C 2.31654 4.97338 1.49258
C 2.86200 3.71823 2.03485
O 3.95500 3.65756 2.54931
N 2.00015 2.69044 2.12179
C 2.54234 1.46331 2.72242
H 3.12556 5.62619 1.09830
H 1.87023 5.46441 2.34135
H 1.55044 4.86210 0.73097
H 1.10709 2.77056 1.62462
H 2.73158 1.56451 3.80333
H 3.46863 1.33284 2.22212
H 1.87227 0.64812 2.49026
C -2.46482 1.93589 -0.54306
C -1.12050 1.38620 -0.21929
O -0.18795 2.14987 0.11732
N -0.98033 0.07214 -0.16838
C 0.21426 -0.64728 0.23676
H -2.34453 2.82178 -1.17179
H -2.91049 2.21804 0.40007
H -3.13222 1.20246 -0.94619
H -1.86078 -0.42243 -0.35682
H 0.67485 -0.14112 1.11318
H 0.95219 -0.63534 -0.59968
H -0.01437 -1.73852 0.49079
C -1.62323 4.97369 1.60051
N -2.37470 4.06209 2.41765
O -1.87977 3.59733 3.38924
O -3.47002 3.77467 1.99564
H -0.66604 5.23445 2.08853
H -2.15659 5.85526 1.20423
H -1.41520 4.29959 0.77273
C 0.20637 3.77610 -2.57195
N -0.72695 4.77432 -2.02811
O -1.85428 4.82604 -2.37082
O -0.24867 5.60664 -1.28421
H 0.86802 4.29795 -3.23249
H -0.48359 3.03932 -2.97242
H 0.73939 3.40562 -1.68155
C -0.97385 -0.79202 -4.14912
N -2.22936 -0.05016 -4.55605
O -2.21769 1.16506 -4.76202
O -3.21136 -0.77501 -4.79181
H -1.31552 -1.38767 -3.30013
H -0.28248 -0.04084 -3.92647
H -0.83049 -1.36958 -5.07669
C 3.07675 2.22706 -1.12586
N 2.76757 1.26506 -2.15725
O 2.99454 0.12983 -1.82846
O 2.24348 1.60226 -3.19808
H 3.98383 1.95147 -0.56762
H 2.20527 2.29930 -0.42875
H 3.26557 3.24962 -1.59295
C 2.07467 -4.85401 3.35208
N 1.87204 -3.95988 2.20674
O 1.88697 -4.42252 1.07648
O 1.72538 -2.75122 2.52423
H 2.90906 -5.47124 3.07203
H 1.15923 -5.41648 3.37141
H 2.34736 -4.36189 4.27684
*
```

Here are the Mulliken charges for atoms 1 to 5, given in e: number 1, C, carries -1.023; number 2, C, carries 0.732; number 3, O, carries -0.618; number 4, N, carries -0.237; number 5, C, carries -0.748

ORCA calculation (the ωB97M-V functional and the def2-TZVPD basis) on a cluster of 5 separate species, C20H50N7O18P2S4 in total.

The calculation puts the energy above the lowest of the compared OMol25 structures with the same formula, charge and spin at 0.00 kJ/mol.

The geometry in ORCA input format:
```
! RIJCOSX wB97M-V def2-TZVPD def2/J DEFGRID3
* xyz 1 1
C 0.36931 1.50770 -2.05038
C 1.80299 1.78353 -1.69386
O 2.18824 3.18103 -1.92188
N 1.32703 4.05026 -1.35366
N 0.90937 3.99159 -0.06031
C 0.09805 5.06528 0.11569
N -0.52846 5.41159 1.26664
N -1.30083 6.56958 1.33856
C -0.56085 7.77018 0.99210
C -1.16884 8.67138 -0.02999
O 0.46816 7.97983 1.53776
C -2.67429 6.46408 0.85778
C -3.01941 5.66552 -0.35910
O -3.49609 7.04661 1.48223
P -0.40451 4.56500 2.79598
N -0.75135 5.51254 3.92545
O -1.44836 3.37560 2.66025
O 1.07729 3.93408 2.85000
N 0.01974 5.75400 -1.02524
C 0.77906 5.11024 -1.92958
P 1.00008 5.56774 -3.73000
N -0.23368 6.68376 -3.93151
O 2.32902 6.48419 -3.65388
H 0.14510 1.86415 -3.05148
H 0.20698 0.43939 -1.95497
H -0.32538 1.99915 -1.37003
H 2.02090 1.56666 -0.64833
H 2.49449 1.19777 -2.28624
H 1.19763 3.26620 0.56840
H -2.10202 9.09562 0.33027
H -0.45169 9.46315 -0.20935
H -1.35248 8.12949 -0.95144
H -2.43281 5.99598 -1.21063
H -4.06603 5.81986 -0.58128
H -2.79386 4.61169 -0.20840
H 0.01197 5.62628 4.58018
H -1.14903 2.56036 2.23844
H 1.09422 2.99616 2.61726
H -1.08371 6.19688 -4.20978
H -0.42383 7.23325 -3.09751
H 2.37233 7.06212 -2.88005
O 1.79314 -1.10093 -0.69041
S 3.01324 -1.86654 -0.64132
O 3.78143 -2.05010 -1.82882
O 2.72223 -3.24636 0.04859
C 1.64011 -4.06246 -0.49058
C 2.03269 -4.77566 -1.76700
C 4.05539 -1.21281 0.61783
H 0.75400 -3.44420 -0.63502
H 1.40478 -4.78100 0.29024
H 2.18730 -4.07631 -2.58780
H 1.24438 -5.47042 -2.05382
H 2.96119 -5.32797 -1.62758
H 3.47691 -1.09415 1.52967
H 4.42302 -0.25042 0.26726
H 4.88545 -1.89685 0.76856
O -0.95573 -3.82534 2.78158
S 0.10536 -4.51463 3.45206
O 0.91733 -5.44745 2.73058
O -0.44936 -5.19090 4.76142
C -1.60784 -6.06140 4.64372
C -1.25475 -7.42371 4.09024
C 1.15598 -3.34612 4.24319
H -2.37365 -5.56699 4.04543
H -1.99576 -6.14976 5.65528
H -0.94206 -7.35392 3.04840
H -2.11684 -8.08733 4.14216
H -0.43189 -7.86753 4.64992
H 0.54319 -2.65425 4.81361
H 1.69810 -2.82487 3.45709
H 1.84787 -3.87995 4.88845
O 0.90963 -10.14653 5.19542
S 1.49039 -10.97310 4.18024
O 0.70003 -11.94592 3.49620
O 2.79253 -11.66038 4.76423
C 2.66485 -12.40141 6.00218
C 2.03597 -13.76453 5.80233
C 2.29539 -9.95430 2.99387
H 2.10946 -11.80434 6.72621
H 3.68218 -12.50237 6.37294
H 0.99131 -13.68094 5.50714
H 2.08540 -14.33275 6.73091
H 2.55684 -14.31552 5.02009
H 2.92102 -9.23525 3.51438
H 1.51635 -9.44603 2.43014
H 2.88613 -10.58633 2.33693
O -4.11142 8.21156 -6.61854
S -4.16380 6.81196 -6.34311
O -3.15582 6.22049 -5.50916
O -4.24263 6.01501 -7.70383
C -3.25175 6.30969 -8.72165
C -1.90883 5.67322 -8.43126
C -5.75095 6.37309 -5.73106
H -3.16744 7.38972 -8.84219
H -3.67159 5.90968 -9.64098
H -1.43746 6.12135 -7.55747
H -1.24530 5.80908 -9.28449
H -2.02420 4.60707 -8.23700
H -6.50529 6.79754 -6.38661
H -5.83500 6.79126 -4.73067
H -5.82566 5.28984 -5.69624
*
```

Here are the Mulliken charges for atoms 1 to 5, given in e: number 1, C, carries -0.976; number 2, C, carries -0.179; number 3, O, carries -0.467; number 4, N, carries 0.393; number 5, N, carries 0.165

ORCA calculation (the ωB97M-V functional and the def2-TZVPD basis) on a cluster of 3 separate species, C20H50NO12P4S in total.

The geometry in ORCA input format:
```
! RIJCOSX wB97M-V def2-TZVPD def2/J DEFGRID3
* xyz -1 1
N 5.48047 2.23756 3.45579
C 5.87722 3.12059 2.34153
O 6.68293 4.07018 2.46261
C 5.19448 2.77410 0.91888
C 5.99995 3.47107 -0.27817
C 5.55245 2.93322 -1.75534
C 3.96114 2.82923 -1.75478
C 3.29444 3.15407 -3.20314
C 2.13101 2.03332 -3.39026
S 0.82556 2.39764 -2.07503
O 6.03418 3.91944 -2.68679
P 7.70627 3.60571 -3.06002
O 7.79109 2.03969 -2.21833
C 6.44877 1.60154 -1.89235
P 6.09034 0.36033 -3.27334
O 5.00887 0.78261 -4.28940
H 4.82445 1.52767 3.08404
H 6.32753 1.78483 3.82664
H 5.00648 1.66123 0.78746
H 4.16100 3.28507 0.96375
H 5.91226 4.61803 -0.26251
H 7.11382 3.26744 -0.07428
H 3.61554 1.82084 -1.33755
H 3.52198 3.63002 -1.05203
H 4.05793 3.12235 -4.04514
H 2.78247 4.16770 -3.16165
H 2.52519 0.98200 -3.21338
H 1.62152 2.10618 -4.40436
H 1.41732 2.10727 -0.84323
H 7.81910 4.82469 -3.86411
H 7.25581 3.00834 -4.30901
H 9.03211 3.26596 -3.55826
H 8.17732 4.19502 -1.83141
H 6.28571 0.98785 -0.94341
H 7.31938 0.20260 -4.02610
H 5.82916 -0.96000 -2.71973
O 1.17292 -0.56278 1.66073
P 0.32653 -0.41544 2.93016
O 0.45260 -2.00444 3.41123
C 1.71992 -2.64479 3.44643
C 2.50126 -2.25608 4.68573
O -1.13519 -0.46957 2.14243
C -1.30104 0.28349 0.94055
C -1.31953 -0.65983 -0.24884
O -0.55057 -0.07910 4.35468
C -1.59975 -0.93929 4.79984
C -1.21405 -1.54826 6.13194
H 2.30044 -2.43562 2.54558
H 1.53559 -3.72303 3.45516
H 2.58831 -1.16829 4.77081
H 3.50252 -2.69089 4.66228
H 1.99536 -2.61119 5.58619
H -0.51740 1.03710 0.83448
H -2.25470 0.81332 1.00514
H -0.43846 -1.30402 -0.26837
H -1.36560 -0.10160 -1.18758
H -2.19100 -1.32022 -0.19311
H -1.83555 -1.72257 4.07905
H -2.49628 -0.32521 4.91963
H -0.26853 -2.08569 6.05980
H -1.98268 -2.24206 6.48035
H -1.07750 -0.76797 6.88587
O -8.11522 -2.32935 0.66393
P -7.49494 -1.65863 -0.56730
O -7.76288 -2.92639 -1.61276
C -9.04045 -3.54250 -1.68157
C -10.00765 -2.71827 -2.50766
O -5.92269 -1.97380 -0.13240
C -5.52250 -1.75897 1.21987
C -5.33659 -3.09720 1.91148
O -6.86424 -0.75050 -1.86539
C -5.93949 -1.32360 -2.79298
C -6.57158 -1.36073 -4.16875
H -9.44939 -3.73083 -0.68673
H -8.90128 -4.52039 -2.15172
H -10.06680 -1.69089 -2.13500
H -11.00577 -3.16049 -2.48755
H -9.67760 -2.66642 -3.54740
H -6.24534 -1.13653 1.75251
H -4.57386 -1.21660 1.20668
H -6.22717 -3.72268 1.82484
H -5.10650 -2.95913 2.97158
H -4.51557 -3.65112 1.44673
H -5.61279 -2.32108 -2.49891
H -5.05475 -0.68214 -2.80963
H -7.51024 -1.91488 -4.15581
H -5.90122 -1.82920 -4.89277
H -6.80637 -0.34903 -4.51100
*
```

Here are the Mulliken charges for atoms 1 to 5, given in e: number 1, N, carries -0.566; number 2, C, carries 0.343; number 3, O, carries -0.542; number 4, C, carries -0.166; number 5, C, carries -1.164

ORCA calculation (the ωB97M-V functional and the def2-TZVPD basis) on a structure of composition C20H50NO2P2ReSi4.

As for the expectation value of S²: 3.887.

The geometry in ORCA input format:
```
! RIJCOSX wB97M-V def2-TZVPD def2/J DEFGRID3
* xyz 3 4
Re 0.13420 0.85767 -0.78649
P -1.96386 0.43812 -1.45535
C -2.04521 0.66606 -3.31265
C -0.83448 1.41496 -3.74500
N 0.24878 1.40149 -2.93532
C 1.47229 1.61195 -3.45748
C 1.62325 2.28571 -4.67742
C 0.49002 2.47272 -5.45082
C -0.73276 2.01231 -5.00434
C 2.63612 1.25426 -2.59344
P 2.11965 -0.05168 -1.36782
H -1.62516 2.05649 -5.62506
H 2.61368 2.65368 -4.94180
H 0.57551 3.02528 -6.38709
H 3.47584 0.83934 -3.15853
H 3.04129 2.09599 -2.01298
H -2.19144 -0.27730 -3.83153
H -2.94250 1.27608 -3.52406
H -1.25841 -2.33638 -4.13433
O -1.35074 -1.99599 -5.02117
H -2.29385 -2.15202 -5.20173
H -0.07557 -1.99804 -2.04426
O -0.53680 -2.84636 -1.87448
H 0.05240 -3.44484 -2.40961
C 2.46234 -1.56075 -2.39568
H 3.42969 -1.44203 -2.90578
H 2.52600 -2.47918 -1.78809
H 1.71397 -1.66703 -3.19946
C 3.68646 -0.12875 -0.40175
H 3.73131 -1.03507 0.21882
H 4.54718 -0.13220 -1.09157
H 3.75005 0.76517 0.23325
C -3.08190 1.82391 -0.97816
H -4.00622 1.70056 -1.55386
H -3.30080 1.87640 0.09812
H -2.58549 2.74904 -1.29121
C -3.16651 -0.94982 -1.33441
H -3.42874 -1.25664 -0.31647
H -4.09284 -0.68328 -1.85715
H -2.74699 -1.81994 -1.84611
C -3.48344 0.16575 2.08523
Si -1.96108 -0.88882 2.46180
C -1.96549 -0.91712 4.35591
C -2.11944 -2.63228 1.75357
Si -0.02055 -0.20465 1.28169
Si 0.40897 1.96913 2.08620
C 0.43783 1.88364 4.00174
C 2.08562 2.65257 1.56623
C -0.94869 3.20097 1.65503
Si 1.54233 -1.54844 2.48359
C 1.00649 -2.39295 4.09219
C 1.88459 -2.91163 1.22764
C 3.10258 -0.60967 3.01813
H -4.28172 -0.19633 2.75336
H -3.86052 0.07869 1.06113
H -3.32264 1.22696 2.31813
H -3.01296 -1.07886 4.65417
H -1.36925 -1.72419 4.79126
H -1.64253 0.03306 4.79686
H -2.05045 -2.66900 0.65605
H -1.35414 -3.31201 2.15600
H -3.10539 -3.01977 2.05736
H 1.09649 1.11658 4.43028
H 0.80009 2.85483 4.37754
H -0.55778 1.73494 4.43915
H 2.21792 2.61424 0.47316
H 2.11398 3.71280 1.86804
H 2.92666 2.12990 2.04348
H -1.01045 3.35134 0.56775
H -1.93621 2.89808 2.02655
H -0.67801 4.16319 2.11670
H 0.14324 -3.06088 3.97166
H 1.85409 -3.01102 4.43181
H 0.79347 -1.66594 4.88851
H 2.15517 -2.54044 0.22944
H 2.72099 -3.52141 1.60763
H 1.00929 -3.57080 1.11453
H 3.72529 -0.25306 2.19267
H 2.88026 0.24524 3.66838
H 3.70563 -1.32260 3.60176
*
```

Here are the Mulliken charges for atoms 1 to 5, given in e: number 1, Re, carries -0.676; number 2, P, carries 1.350; number 3, C, carries -1.029; number 4, C, carries 0.402; number 5, N, carries -0.032

| no. | total energy (a.u.) |
| --- | --- |
| 1 | -2504.88419 |
| 2 | -2467.80678 |
| 3 | -4804.84792 |
| 4 | -3513.14310 |
| 5 | -2915.27123 |